No. 1
{
  "formula": "C23H22Cl2O3",
  "method": "the ωB97M-V functional and the def2-TZVPD basis",
  "smiles": "CCOC(=O)[C@@]1([C@H](/C=C/c2ccc(Cl)cc2)c2ccc(Cl)cc2)CCCC1=O",
  "orbital_gap_ev": 8.6,
  "lumo_energy_ev": 0.39,
  "fmax_ev_per_a": 1.74,
  "molar_mass_g_mol": 417.33,
  "elements": ["C", "C", "O", "C", "O", "C", "C", "C", "C", "C", "C", "C", "C", "Cl", "C", "C", "C", "C", "C", "C", "Cl", "C", "C", "C", "C", "C", "C", "O", "H", "H", "H", "H", "H", "H", "H", "H", "H", "H", "H", "H", "H", "H", "H", "H", "H", "H", "H", "H", "H", "H"],
  "positions_angstrom": [[-0.58044, -0.12048, -4.69031], [-0.21497, -0.93546, -3.48297], [-0.94831, -0.35974, -2.38620], [-0.80640, -1.05974, -1.22847], [-0.27196, -2.14367, -1.17672], [-1.38636, -0.25000, -0.07355], [-0.36772, 0.80151, 0.29313], [0.98157, 0.14963, 0.52551], [1.85561, -0.10681, -0.47414], [3.11097, -0.83290, -0.31116], [3.88678, -1.15041, -1.45380], [5.05593, -1.89474, -1.35504], [5.51608, -2.28800, -0.08862], [6.95290, -3.19735, 0.03737], [4.80446, -1.93438, 1.06661], [3.61133, -1.21327, 0.95952], [-0.86696, 1.64291, 1.47467], [-1.77947, 2.67062, 1.20616], [-2.26741, 3.48243, 2.23374], [-1.78629, 3.28292, 3.53891], [-2.38711, 4.23548, 4.82814], [-0.84768, 2.27996, 3.81882], [-0.42052, 1.44197, 2.78048], [-2.75691, 0.23756, -0.54452], [-3.77416, 0.03669, 0.58276], [-3.21256, -1.10783, 1.42256], [-1.71371, -1.16080, 1.14226], [-0.92424, -1.78804, 1.80040], [0.09882, -0.36760, -5.50559], [-1.59819, -0.35412, -5.01494], [-0.51571, 0.95394, -4.49840], [-0.48255, -1.99270, -3.60187], [0.85402, -0.85776, -3.24395], [-0.28554, 1.49706, -0.54972], [1.22812, -0.07518, 1.56602], [1.68605, 0.31023, -1.48237], [3.51656, -0.83316, -2.43336], [5.61091, -2.18109, -2.24354], [5.18464, -2.23948, 2.03700], [3.03664, -0.95604, 1.85090], [-2.07948, 2.88086, 0.17675], [-2.99395, 4.26969, 2.03505], [-0.44004, 2.14330, 4.82035], [0.28586, 0.64223, 3.00103], [-2.72504, 1.25010, -0.95869], [-3.08085, -0.44350, -1.34123], [-4.74857, -0.23567, 0.15563], [-3.90709, 0.94487, 1.18730], [-3.66193, -2.06169, 1.10955], [-3.44515, -1.01232, 2.48855]],
  "atomic_forces_ev_per_a": [[-0.10, -0.02, -0.43], [0.01, 0.18, -0.06], [0.44, -0.56, 0.56], [0.44, -0.82, -0.10], [-0.63, 0.86, 0.01], [-0.68, -1.50, -0.54], [0.82, 0.98, 0.72], [0.72, 0.47, -0.64], [-0.71, 0.89, 0.85], [1.30, -0.34, 0.16], [-0.59, -0.01, 0.57], [0.05, -0.02, 0.54], [-1.26, 0.83, -0.28], [0.61, -0.39, 0.09], [-0.24, 0.14, -0.37], [0.06, -0.19, -0.79], [0.17, 0.06, -0.32], [0.12, 0.39, 0.48], [0.39, -0.32, 0.28], [0.33, -0.85, -0.76], [-0.18, 0.44, 0.39], [-0.20, -0.03, -0.57], [-0.18, 0.39, 0.20], [-0.61, -0.01, -0.30], [-0.29, 0.32, 0.22], [-0.34, -0.10, -0.01], [-0.16, -0.23, 0.47], [-0.05, 0.39, -0.37], [-0.03, 0.03, -0.10], [0.09, 0.10, 0.03], [0.06, -0.15, 0.05], [0.14, 0.27, 0.10], [-0.21, -0.18, -0.09], [0.01, -0.19, -0.09], [-0.09, -0.40, -0.64], [-0.22, -0.44, 0.47], [0.18, -0.15, 0.28], [-0.04, 0.08, 0.16], [-0.07, 0.06, -0.13], [0.34, -0.17, -0.21], [0.05, -0.10, 0.37], [0.22, -0.19, 0.07], [-0.29, 0.11, -0.22], [-0.27, 0.29, 0.05], [-0.12, -0.28, 0.03], [0.12, 0.36, -0.05], [0.19, 0.24, 0.19], [0.07, -0.26, -0.14], [0.28, 0.06, 0.00], [0.34, -0.04, -0.13]]
}

***

No. 2
{
  "formula": "C23H22CrN9S2",
  "method": "the ωB97M-V functional and the def2-TZVPD basis",
  "e_above_lowest_kcal_mol": 0.00,
  "multiplicity": 5,
  "orbital_gap_ev": [5.3, 6.8],
  "lumo_energy_ev": [-3.87, -4.11],
  "fmax_ev_per_a": 0.44,
  "molar_mass_g_mol": 540.62,
  "charge": 1,
  "elements": ["Cr", "C", "S", "C", "S", "N", "N", "C", "C", "C", "C", "C", "C", "N", "H", "H", "H", "H", "H", "H", "H", "H", "C", "C", "C", "C", "C", "C", "N", "N", "C", "C", "C", "C", "C", "N", "H", "H", "H", "H", "H", "H", "H", "H", "H", "N", "C", "C", "N", "C", "C", "N", "H", "H", "H", "H", "H"],
  "positions_angstrom": [[-0.33532, -0.08391, -0.18238], [-4.12587, 3.38969, -1.49442], [-3.21031, 3.71629, 0.02077], [-2.10572, 2.37718, 0.10554], [-2.16594, 1.09435, -1.05640], [-1.23736, 2.49902, 1.07880], [-0.32479, 1.49946, 1.10576], [0.56046, 1.49062, 2.03952], [1.55777, 0.43757, 1.97986], [2.64881, 0.38122, 2.83672], [3.59770, -0.60885, 2.64052], [3.43927, -1.50215, 1.59245], [2.32158, -1.38714, 0.78259], [1.39148, -0.45732, 0.98082], [-4.70508, 4.29397, -1.67216], [-4.79808, 2.54302, -1.38261], [-3.44760, 3.22977, -2.32871], [0.58391, 2.26268, 2.80000], [2.75571, 1.11253, 3.62465], [4.45998, -0.67207, 3.28969], [4.16910, -2.27274, 1.39378], [2.16348, -2.04973, -0.06050], [4.13624, 3.11537, -1.29309], [2.87122, 3.43247, -0.81634], [1.82612, 2.53387, -0.95340], [2.04158, 1.30032, -1.57123], [3.31095, 0.98966, -2.06830], [4.34551, 1.89710, -1.92488], [0.98752, 0.37820, -1.65600], [1.03478, -0.42914, -2.69618], [0.13498, -1.42493, -2.65646], [-0.00652, -2.28059, -3.77049], [-0.95731, -3.26160, -3.74361], [-1.77578, -3.40286, -2.60826], [-1.57771, -2.55673, -1.55008], [-0.63161, -1.59581, -1.54396], [4.95009, 3.81953, -1.18786], [2.69028, 4.39381, -0.35441], [0.82873, 2.81003, -0.63605], [3.46691, 0.04269, -2.56404], [5.32550, 1.65056, -2.31199], [0.63637, -2.11514, -4.62168], [-1.08722, -3.91790, -4.59311], [-2.54733, -4.15588, -2.55836], [-2.18836, -2.63040, -0.65979], [-4.32791, -0.86112, 3.45781], [-3.22760, -1.37000, 2.87177], [-2.51678, -0.63718, 1.89397], [-1.43657, -1.14065, 1.32353], [-1.03380, -2.37067, 1.68935], [-1.74516, -3.07287, 2.64130], [-2.82827, -2.58798, 3.23263], [-4.66530, 0.05875, 3.24382], [-4.79923, -1.40801, 4.15702], [-2.83907, 0.34852, 1.58721], [-0.15818, -2.77970, 1.20830], [-1.43023, -4.06517, 2.93854]],
  "atomic_forces_ev_per_a": [[-0.18, -0.18, -0.13], [-0.04, 0.01, 0.00], [0.00, -0.08, 0.03], [0.19, 0.19, -0.29], [0.04, -0.07, 0.11], [-0.16, 0.16, 0.21], [0.26, -0.19, 0.27], [-0.34, 0.19, -0.21], [0.31, -0.22, -0.04], [-0.15, 0.01, -0.14], [0.01, -0.06, -0.05], [-0.01, 0.03, 0.01], [0.01, -0.04, 0.00], [0.06, -0.05, 0.11], [-0.02, -0.01, 0.01], [0.01, 0.00, -0.01], [-0.01, 0.02, 0.01], [-0.03, 0.03, -0.01], [-0.02, 0.03, 0.02], [0.01, 0.00, 0.00], [0.01, -0.01, 0.00], [0.00, -0.01, 0.01], [0.00, 0.04, 0.03], [0.04, -0.01, -0.01], [-0.01, -0.07, -0.08], [0.13, 0.15, 0.01], [-0.10, 0.02, 0.06], [0.03, 0.00, -0.01], [-0.20, 0.13, 0.04], [0.25, 0.03, -0.09], [0.00, -0.09, -0.08], [-0.03, 0.00, 0.05], [0.02, 0.05, 0.03], [0.00, 0.03, 0.08], [-0.09, -0.11, -0.01], [0.04, 0.04, 0.13], [0.00, 0.01, 0.00], [0.00, 0.02, 0.01], [0.02, 0.00, -0.01], [-0.01, -0.03, -0.01], [0.01, 0.00, 0.00], [0.01, 0.01, -0.01], [0.00, -0.01, -0.01], [-0.01, 0.00, 0.00], [-0.01, 0.00, -0.04], [-0.06, 0.03, 0.04], [0.12, -0.02, -0.08], [0.01, -0.02, 0.05], [-0.13, 0.00, -0.01], [0.02, 0.01, 0.04], [0.07, 0.02, -0.05], [-0.08, 0.05, 0.03], [0.00, 0.00, 0.00], [0.00, 0.00, 0.00], [-0.01, -0.01, -0.01], [0.01, -0.01, 0.00], [0.01, -0.01, -0.01]]
}

***

No. 3
{
  "formula": "C23H22FN4O7W",
  "method": "the ωB97M-V functional and the def2-TZVPD basis",
  "multiplicity": 3,
  "orbital_gap_ev": [6.2, 6.2],
  "lumo_energy_ev": [-9.87, -9.86],
  "fmax_ev_per_a": 4.49,
  "molar_mass_g_mol": 669.29,
  "charge": 3,
  "elements": ["W", "O", "C", "O", "C", "C", "C", "C", "C", "N", "C", "O", "O", "H", "H", "H", "H", "C", "C", "N", "C", "C", "C", "O", "O", "C", "O", "C", "C", "C", "F", "C", "C", "C", "N", "C", "C", "N", "C", "C", "H", "H", "H", "H", "H", "H", "H", "H", "H", "H", "H", "H", "H", "H", "H", "H", "H", "H"],
  "positions_angstrom": [[-0.30270, 4.40839, -0.12282], [-1.89215, 8.38016, 1.08668], [-1.26645, 7.21364, 0.91886], [-1.48744, 6.43836, -0.07295], [-0.30134, 6.91566, 2.00186], [0.10033, 7.72945, 3.07838], [1.29608, 7.34160, 3.68440], [2.09213, 6.29672, 3.16837], [1.68078, 5.59407, 2.03297], [0.33799, 5.74933, 1.66995], [2.36885, 4.59563, 1.12039], [3.39732, 3.98607, 1.42812], [1.68305, 4.50507, -0.10148], [-2.49384, 8.67156, 0.36427], [-0.52241, 8.56680, 3.37382], [1.68667, 7.87462, 4.56850], [2.94252, 6.00736, 3.76909], [-3.57136, -2.63706, -2.14630], [-3.31638, -1.72247, -0.96619], [-2.20886, -0.78810, -1.22594], [-2.49670, 0.51039, -1.55517], [-1.63863, 1.51562, -1.20554], [-1.84407, 3.00931, -1.03716], [-2.16513, 3.39994, 0.16757], [-1.33068, 3.91054, -1.85047], [-0.33139, 1.23406, -0.72490], [0.44550, 2.20692, -0.31969], [0.12442, -0.12458, -0.85871], [1.48475, -0.53170, -0.74438], [1.80881, -1.88291, -0.76817], [3.16634, -2.11051, -0.67049], [0.86064, -2.95495, -0.67200], [-0.53409, -2.51186, -0.72498], [-0.89753, -1.17114, -0.94174], [1.18002, -4.27114, -0.41250], [0.36707, -5.25604, -1.16864], [1.08202, -6.57482, -1.37935], [1.47371, -7.10702, 0.02800], [2.12317, -6.08195, 0.96516], [2.38705, -4.75760, 0.19508], [-4.29971, -3.39585, -1.86014], [-2.65449, -3.18445, -2.42513], [-3.96652, -2.11585, -3.02693], [-3.17359, -2.35471, -0.06801], [-4.23671, -1.13365, -0.74624], [-3.50505, 0.74603, -1.88166], [2.27053, 0.21500, -0.76410], [-1.25571, -3.25103, -0.39965], [0.22946, -4.90293, -2.21463], [-0.61613, -5.45708, -0.69182], [2.02327, -6.45497, -1.94911], [0.48235, -7.38018, -1.82351], [2.09424, -7.89037, -0.05934], [0.59865, -7.49978, 0.43971], [3.07464, -6.56016, 1.34726], [1.45952, -5.96652, 1.84672], [3.16552, -4.94726, -0.57104], [2.82166, -4.04366, 0.89569]],
  "atomic_forces_ev_per_a": [[2.19, 1.10, 0.56], [0.86, -1.49, -0.48], [-2.57, 0.75, -0.91], [1.44, 0.16, 1.95], [0.60, -1.44, -0.04], [-0.07, -0.93, -1.24], [0.34, -0.14, 0.43], [-0.40, 0.07, 0.18], [-3.23, -0.15, 0.54], [2.46, 1.06, -1.37], [2.88, -1.56, 0.86], [-3.68, 2.10, -1.48], [-1.24, -0.42, 1.55], [0.34, -0.50, 0.15], [0.33, 0.07, -0.03], [-0.41, -0.31, -0.53], [0.54, 0.10, -0.59], [0.15, -0.54, -0.39], [-1.50, -0.35, -0.30], [0.33, 0.81, 0.30], [-0.21, -0.57, 1.52], [0.41, 0.75, -0.20], [-0.75, -0.47, -0.14], [1.50, 0.27, -1.74], [-0.34, -1.07, 2.05], [0.94, 0.45, -0.57], [-1.40, 0.61, -0.05], [-0.48, -1.26, 0.42], [-1.08, -0.69, -0.53], [0.99, 0.83, 0.82], [-1.42, -0.51, -0.27], [-1.36, 2.38, 0.63], [2.15, -0.79, 0.32], [1.08, 1.12, -0.13], [-1.37, -0.31, -0.89], [-0.26, -0.18, -0.70], [1.21, -0.35, 1.16], [-1.22, 0.27, -0.11], [0.47, -0.09, 0.47], [1.07, -0.85, 0.01], [-0.10, 0.07, -0.02], [-0.32, 0.31, -0.03], [0.21, -0.05, 0.23], [0.51, 0.78, -0.31], [0.78, -0.24, -0.16], [0.06, -0.34, 0.02], [0.01, -0.15, 0.20], [-0.17, 0.09, -0.58], [-0.37, 0.13, 0.73], [0.45, 0.27, -0.28], [-0.54, -0.11, 0.31], [0.01, 0.55, -0.04], [0.45, -0.62, -0.24], [0.80, 0.43, -0.13], [-0.97, 0.77, -0.57], [0.29, 0.12, -0.70], [-0.16, 0.07, 0.39], [-0.23, 0.01, -0.06]]
}

***

No. 4
{
  "formula": "C23H22IN4O4Ru",
  "method": "the ωB97M-V functional and the def2-TZVPD basis",
  "e_above_lowest_kcal_mol": 114.88,
  "multiplicity": 2,
  "orbital_gap_ev": [7.4, 7.6],
  "lumo_energy_ev": [-0.40, -0.40],
  "fmax_ev_per_a": 1.98,
  "molar_mass_g_mol": 646.43,
  "elements": ["Ru", "O", "C", "O", "C", "C", "C", "C", "C", "C", "C", "C", "C", "N", "H", "H", "H", "H", "H", "H", "I", "C", "C", "C", "C", "C", "C", "C", "C", "C", "C", "H", "H", "H", "H", "H", "H", "N", "C", "C", "C", "N", "H", "H", "H", "H", "H", "H", "H", "H", "H", "H", "O", "N", "O"],
  "positions_angstrom": [[0.17993, 0.46201, 0.85322], [4.08740, 0.48220, 2.40553], [3.11525, 0.43873, 1.67045], [2.13018, 1.24702, 1.60407], [2.98249, -0.68919, 0.68255], [4.07756, -1.53751, 0.43463], [3.92791, -2.56724, -0.43354], [2.68216, -2.77483, -1.06456], [2.45756, -3.85233, -1.95575], [1.23789, -4.03205, -2.53131], [0.18648, -3.13104, -2.25310], [0.37224, -2.08662, -1.39630], [1.62366, -1.88886, -0.77092], [1.80757, -0.84113, 0.11131], [4.99630, -1.33826, 0.96658], [4.74939, -3.24204, -0.64635], [3.27384, -4.53311, -2.16575], [1.06964, -4.86347, -3.20341], [-0.77956, -3.27484, -2.71981], [-0.42806, -1.41008, -1.15945], [1.11428, 2.22891, -1.20603], [-0.45636, 1.61393, -2.41898], [-0.47124, 2.02262, -3.71789], [-1.53579, 1.61633, -4.55136], [-2.52985, 0.83517, -4.04754], [-2.51992, 0.40780, -2.69434], [-3.56599, -0.39288, -2.18476], [-3.57937, -0.74336, -0.87059], [-2.53112, -0.33825, -0.01003], [-1.44513, 0.38489, -0.45541], [-1.45176, 0.79168, -1.83205], [0.31222, 2.65871, -4.10779], [-1.55618, 1.94060, -5.58359], [-3.35950, 0.53244, -4.67551], [-4.35590, -0.70988, -2.85654], [-4.39039, -1.34067, -0.47155], [-2.59553, -0.62241, 1.02712], [-1.13126, 2.31946, 1.42980], [-0.69268, 3.36273, 2.38476], [-0.60602, 2.83547, 3.80340], [0.51125, 1.83607, 3.96689], [0.14845, 0.59946, 3.27708], [-1.27376, 2.73587, 0.51650], [-2.02380, 1.93651, 1.72788], [-1.38565, 4.20802, 2.36409], [0.28653, 3.71761, 2.05807], [-1.56325, 2.37546, 4.07979], [-0.44662, 3.67481, 4.48238], [0.70802, 1.66369, 5.02973], [1.42821, 2.21454, 3.51965], [-0.72531, 0.20567, 3.60647], [0.87142, -0.09333, 3.44093], [-1.78760, -1.34203, 2.79716], [-1.04679, -2.11244, 2.22681], [-0.10344, -1.59054, 1.51735]],
  "atomic_forces_ev_per_a": [[1.35, 1.33, -0.59], [0.00, 0.10, -0.04], [0.01, 0.05, 0.00], [-0.15, 0.42, 0.36], [-0.09, -0.36, -0.14], [0.04, 0.09, 0.07], [0.09, -0.15, -0.10], [-0.09, 0.00, 0.02], [0.12, 0.02, 0.05], [-0.14, 0.00, -0.09], [0.07, -0.05, -0.04], [0.17, -0.02, 0.10], [0.02, 0.18, 0.02], [-0.66, -0.10, -0.27], [-0.02, 0.03, 0.01], [-0.03, 0.00, 0.00], [0.01, 0.02, 0.02], [0.00, 0.01, 0.00], [0.00, 0.01, 0.02], [-0.06, -0.08, -0.01], [-0.02, -0.13, 0.54], [0.02, -0.10, -0.11], [-0.10, -0.02, -0.09], [0.08, 0.09, -0.03], [-0.03, -0.07, 0.08], [0.07, 0.10, 0.01], [-0.09, -0.07, -0.14], [0.00, 0.18, 0.21], [-0.34, 0.22, -0.36], [0.28, -1.28, 0.23], [-0.16, 0.23, 0.05], [0.00, -0.02, -0.01], [0.00, -0.01, 0.01], [0.01, -0.02, 0.01], [0.02, 0.02, 0.01], [0.01, 0.00, 0.00], [0.05, -0.11, -0.03], [0.23, -0.63, 0.07], [0.01, -0.03, -0.06], [0.00, 0.13, -0.07], [-0.08, -0.11, 0.21], [0.61, -0.29, 0.16], [-0.17, -0.01, 0.00], [-0.06, 0.00, -0.10], [-0.03, 0.00, -0.15], [0.01, 0.00, 0.00], [0.00, 0.06, 0.06], [-0.03, 0.04, -0.03], [-0.04, -0.05, 0.03], [0.03, -0.02, 0.00], [0.00, -0.01, 0.02], [-0.09, -0.11, 0.01], [-0.30, 0.04, 0.01], [0.56, -0.09, 0.09], [-1.08, 0.55, 0.01]]
}